Density functional theory data (ωB97M-V/def2-TZVPD) for 9 unconnected molecules or ions with the total composition C84H180N9O5.

The calculation puts the HOMO-LUMO gap at 4.2 eV. The HOMO energy is -0.7366 Ha. The total charge is +7.

Bonds (Å) are listed after each position.
Atoms and positions in Å:
1 C 17.8820 15.3191 18.5214  C2 1.601, H12 1.090, H13 1.090, H14 1.090
2 C 17.9120 16.9174 18.6159  C1 1.601, C3 1.550, N7 1.516, C11 1.551
3 C 17.8190 17.5551 17.2062  C2 1.550, C4 1.546, H15 1.090, H16 1.090
4 C 17.5611 19.0754 17.3212  C3 1.546, C5 1.533, H17 1.090, H18 1.090
5 C 16.2322 19.4129 18.0062  C4 1.533, C6 1.581, H19 1.090, H20 1.090
6 C 16.1322 18.7975 19.4592  C5 1.581, N7 1.552, C9 1.591, C10 1.543
7 N 16.7379 17.3681 19.4629  C2 1.516, C6 1.552, O8 1.369
8 O 16.5792 16.6887 20.6409  N7 1.369
9 C 14.6180 18.7734 19.9476  C6 1.591, H21 1.090, H22 1.090, H23 1.090
10 C 16.9571 19.6366 20.4578  C6 1.543, H24 1.090, H25 1.090, H26 1.090
11 C 19.1597 17.4826 19.3426  C2 1.551, H27 1.090, H28 1.090, H29 1.090
12 H 17.7598 14.7548 19.4460  C1 1.090
13 H 18.8490 14.9970 18.1351  C1 1.090
14 H 17.0834 14.9112 17.9017  C1 1.090
15 H 16.8855 17.1417 16.8243  C3 1.090
16 H 18.6777 17.3926 16.5547  C3 1.090
17 H 17.4633 19.4140 16.2897  C4 1.090
18 H 18.4521 19.6244 17.6260  C4 1.090
19 H 15.4032 19.1329 17.3562  C5 1.090
20 H 16.1307 20.4980 17.9872  C5 1.090
21 H 14.6171 18.3658 20.9585  C9 1.090
22 H 13.8481 18.2327 19.3972  C9 1.090
23 H 14.3236 19.8219 19.9929  C9 1.090
24 H 17.9561 19.8457 20.0752  C10 1.090
25 H 17.0988 19.1060 21.3992  C10 1.090
26 H 16.4898 20.5906 20.7022  C10 1.090
27 H 19.2611 17.0749 20.3484  C11 1.090
28 H 19.4789 18.5226 19.4112  C11 1.090
29 H 20.0607 17.0429 18.9148  C11 1.090
30 C 15.4323 12.4966 11.8450  C31 1.539, H41 1.090, H42 1.090, H43 1.090
31 C 15.8052 11.3165 12.7595  C30 1.539, C32 1.617, N36 1.610, C40 1.496
32 C 17.2832 10.7671 12.3999  C31 1.617, C33 1.565, H44 1.090, H45 1.090
33 C 18.4594 11.6735 12.8952  C32 1.565, C34 1.520, H46 1.090, H47 1.090
34 C 18.4187 11.8263 14.4066  C33 1.520, C35 1.613, H48 1.090, H49 1.090
35 C 17.0677 12.5275 14.9413  C34 1.613, N36 1.562, C38 1.549, C39 1.526
36 N 15.8379 11.8206 14.2879  C31 1.610, C35 1.562, O37 1.372
37 O 14.6540 11.7757 14.9793  N36 1.372
38 C 17.0683 14.0593 14.7078  C35 1.549, H50 1.090, H51 1.090, H52 1.090
39 C 16.9571 12.3807 16.4566  C35 1.526, H53 1.090, H54 1.090, H55 1.090
40 C 14.8621 10.1813 12.5148  C31 1.496, H56 1.090, H57 1.090, H58 1.090
41 H 14.9229 12.2410 10.9159  C30 1.090
42 H 16.2477 13.0852 11.4246  C30 1.090
43 H 14.8508 13.2851 12.3228  C30 1.090
44 H 17.4646 10.7120 11.3265  C32 1.090
45 H 17.4832 9.7717 12.7966  C32 1.090
46 H 18.4940 12.5788 12.2892  C33 1.090
47 H 19.3934 11.1705 12.6447  C33 1.090
48 H 19.2962 12.3991 14.7066  C34 1.090
49 H 18.6031 10.8621 14.8802  C34 1.090
50 H 16.1737 14.4358 15.2038  C38 1.090
51 H 17.0044 14.1320 13.6221  C38 1.090
52 H 18.0157 14.4931 15.0276  C38 1.090
53 H 15.9878 12.6580 16.8709  C39 1.090
54 H 17.7524 12.8087 17.0669  C39 1.090
55 H 17.0700 11.3262 16.7082  C39 1.090
56 H 13.8467 10.3554 12.8709  C40 1.090
57 H 15.0291 9.2033 12.9662  C40 1.090
58 H 14.7689 9.8526 11.4798  C40 1.090
59 C 21.5626 14.5149 18.2184  C60 1.505, H71 1.090, H72 1.090, H73 1.090
60 C 22.0574 15.6915 17.4210  C59 1.505, C61 1.592, H74 1.090, H75 1.090
61 C 23.0540 16.6613 18.1962  C60 1.592, C62 1.532, H76 1.090, H77 1.090
62 C 24.3503 15.9657 18.6247  C61 1.532, N63 1.573, H78 1.090, H79 1.090
63 N 25.5500 16.9433 18.9054  C62 1.573, C64 1.476, C67 1.598, C68 1.555
64 C 26.7572 16.1636 19.2425  N63 1.476, C65 1.517, H80 1.090, H81 1.090
65 C 27.5980 17.0725 20.1186  C64 1.517, C66 1.526, H82 1.090, H83 1.090
66 C 26.6254 17.7808 21.0569  C65 1.526, C67 1.521, H84 1.090, H85 1.090
67 C 25.3598 17.8382 20.2155  N63 1.598, C66 1.521, H86 1.090, H87 1.090
68 C 25.8403 17.8152 17.6510  N63 1.555, C69 1.552, H88 1.090, H89 1.090
69 C 25.7800 17.1019 16.2735  C68 1.552, C70 1.516, H90 1.090, H91 1.090
70 C 26.3180 18.0344 15.2067  C69 1.516, H92 1.090, H93 1.090, H94 1.090
71 H 20.9946 14.9424 19.0447  C59 1.090
72 H 22.3976 13.8745 18.5024  C59 1.090
73 H 20.9097 13.8963 17.6026  C59 1.090
74 H 21.1989 16.2649 17.0713  C60 1.090
75 H 22.3581 15.2488 16.4714  C60 1.090
76 H 22.6242 17.0178 19.1324  C61 1.090
77 H 23.1825 17.4830 17.4917  C61 1.090
78 H 24.6567 15.2750 17.8391  C62 1.090
79 H 24.1406 15.4044 19.5353  C62 1.090
80 H 27.2190 15.7289 18.3560  C64 1.090
81 H 26.4163 15.3663 19.9028  C64 1.090
82 H 28.1130 17.7953 19.4858  C65 1.090
83 H 28.4639 16.5933 20.5754  C65 1.090
84 H 27.0102 18.7599 21.3420  C66 1.090
85 H 26.4504 17.1589 21.9348  C66 1.090
86 H 25.0726 18.8739 20.0338  C67 1.090
87 H 24.4878 17.4655 20.7530  C67 1.090
88 H 26.7709 18.3381 17.8717  C68 1.090
89 H 25.1284 18.6378 17.7188  C68 1.090
90 H 24.7638 16.8134 16.0050  C69 1.090
91 H 26.4122 16.2139 16.2719  C69 1.090
92 H 27.3942 18.2061 15.1866  C70 1.090
93 H 26.0276 19.0842 15.2472  C70 1.090
94 H 26.1633 17.6683 14.1917  C70 1.090
95 C 14.6901 19.1635 30.5477  C96 1.532, H107 1.090, H108 1.090, H109 1.090
96 C 14.0842 20.5654 30.4202  C95 1.532, C97 1.499, H110 1.090, H111 1.090
97 C 14.0505 21.1017 29.0212  C96 1.499, C98 1.553, H112 1.090, H113 1.090
98 C 15.3988 21.5134 28.3688  C97 1.553, N99 1.536, H114 1.090, H115 1.090
99 N 15.2622 22.2632 27.0358  C98 1.536, C100 1.496, C103 1.529, C104 1.599
100 C 16.5375 22.9893 26.7431  N99 1.496, C101 1.506, H116 1.090, H117 1.090
101 C 16.1432 24.0047 25.7035  C100 1.506, C102 1.549, H118 1.090, H119 1.090
102 C 14.7030 24.4460 26.0632  C101 1.549, C103 1.517, H120 1.090, H121 1.090
103 C 14.3533 23.4841 27.1836  N99 1.529, C102 1.517, H122 1.090, H123 1.090
104 C 14.7328 21.3313 25.8496  N99 1.599, C105 1.557, H124 1.090, H125 1.090
105 C 15.8168 20.3307 25.3518  C104 1.557, C106 1.504, H126 1.090, H127 1.090
106 C 15.2076 19.5759 24.2019  C105 1.504, H128 1.090, H129 1.090, H130 1.090
107 H 14.2039 18.3935 29.9488  C95 1.090
108 H 14.6453 18.7441 31.5528  C95 1.090
109 H 15.7508 19.1985 30.2991  C95 1.090
110 H 14.6920 21.1461 31.1141  C96 1.090
111 H 13.0489 20.5988 30.7596  C96 1.090
112 H 13.3275 21.9170 29.0454  C97 1.090
113 H 13.4796 20.3625 28.4593  C97 1.090
114 H 16.0488 20.6692 28.1388  C98 1.090
115 H 15.9412 22.2001 29.0187  C98 1.090
116 H 17.2442 22.2555 26.3555  C100 1.090
117 H 16.9050 23.5591 27.5966  C100 1.090
118 H 16.1962 23.5468 24.7158  C101 1.090
119 H 16.8725 24.8073 25.8126  C101 1.090
120 H 13.9783 24.3951 25.2506  C102 1.090
121 H 14.7076 25.4814 26.4038  C102 1.090
122 H 13.3608 23.0667 27.0136  C103 1.090
123 H 14.2372 23.9166 28.1774  C103 1.090
124 H 14.4002 22.0022 25.0575  C104 1.090
125 H 13.8809 20.7413 26.1876  C104 1.090
126 H 16.2401 19.8264 26.2204  C105 1.090
127 H 16.6726 20.8781 24.9567  C105 1.090
128 H 14.5722 18.7767 24.5835  C106 1.090
129 H 15.9629 19.1715 23.5281  C106 1.090
130 H 14.5525 20.2738 23.6805  C106 1.090
131 C 15.9777 22.4765 15.7981  C132 1.586, H143 1.090, H144 1.090, H145 1.090
132 C 17.1818 23.5086 15.8033  C131 1.586, C133 1.556, H146 1.090, H147 1.090
133 C 17.5748 24.0049 17.2252  C132 1.556, C134 1.533, H148 1.090, H149 1.090
134 C 18.6458 25.0874 17.0464  C133 1.533, N135 1.558, H150 1.090, H151 1.090
135 N 19.7380 25.1494 18.1564  C134 1.558, C136 1.537, C139 1.516, C140 1.546
136 C 20.7936 26.1594 17.6780  N135 1.537, C137 1.511, H152 1.090, H153 1.090
137 C 21.9826 25.9054 18.5746  C136 1.511, C138 1.542, H154 1.090, H155 1.090
138 C 22.0400 24.3648 18.6070  C137 1.542, C139 1.550, H156 1.090, H157 1.090
139 C 20.6148 23.9128 18.1976  N135 1.516, C138 1.550, H158 1.090, H159 1.090
140 C 19.1730 25.4318 19.5676  N135 1.546, C141 1.517, H160 1.090, H161 1.090
141 C 18.4851 26.7691 19.7660  C140 1.517, C142 1.547, H162 1.090, H163 1.090
142 C 17.6524 26.7351 21.0690  C141 1.547, H164 1.090, H165 1.090, H166 1.090
143 H 15.5245 22.3595 14.8137  C131 1.090
144 H 15.2161 22.7015 16.5447  C131 1.090
145 H 16.2841 21.5087 16.1949  C131 1.090
146 H 16.9589 24.3423 15.1374  C132 1.090
147 H 18.0757 23.1003 15.3318  C132 1.090
148 H 18.0542 23.1870 17.7630  C133 1.090
149 H 16.6903 24.3709 17.7465  C133 1.090
150 H 18.2908 26.1062 16.8908  C134 1.090
151 H 19.1699 25.0020 16.0944  C134 1.090
152 H 20.3521 27.1521 17.7665  C136 1.090
153 H 21.0082 26.0197 16.6185  C136 1.090
154 H 21.7916 26.5720 19.4157  C137 1.090
155 H 22.9359 26.2891 18.2111  C137 1.090
156 H 22.2393 24.0683 19.6367  C138 1.090
157 H 22.8193 23.9223 17.9865  C138 1.090
158 H 20.2427 23.1363 18.8660  C139 1.090
159 H 20.6672 23.4950 17.1923  C139 1.090
160 H 20.0152 25.2787 20.2424  C140 1.090
161 H 18.4013 24.6783 19.7258  C140 1.090
162 H 17.8875 27.0227 18.8904  C141 1.090
163 H 19.2259 27.5631 19.8599  C141 1.090
164 H 17.1806 27.6100 21.5164  C142 1.090
165 H 18.4070 26.4617 21.8065  C142 1.090
166 H 16.9068 25.9442 20.9870  C142 1.090
167 C 21.2823 15.9871 21.9288  C168 1.513, H179 1.090, H180 1.090, H181 1.090
168 C 21.0846 14.6354 22.5785  C167 1.513, C169 1.507, H182 1.090, H183 1.090
169 C 19.9612 13.9988 21.8019  C168 1.507, C170 1.531, H184 1.090, H185 1.090
170 C 19.5843 12.6929 22.5068  C169 1.531, N171 1.558, H186 1.090, H187 1.090
171 N 18.4211 11.9412 21.7927  C170 1.558, C172 1.602, C175 1.592, C176 1.557
172 C 17.0898 12.8139 21.9742  N171 1.602, C173 1.573, H188 1.090, H189 1.090
173 C 15.9226 11.7627 22.0668  C172 1.573, C174 1.495, H190 1.090, H191 1.090
174 C 16.5324 10.7612 22.9937  C173 1.495, C175 1.506, H192 1.090, H193 1.090
175 C 17.9780 10.6364 22.5908  N171 1.592, C174 1.506, H194 1.090, H195 1.090
176 C 18.6561 11.7813 20.2618  N171 1.557, C177 1.541, H196 1.090, H197 1.090
177 C 19.7692 10.7530 19.9804  C176 1.541, C178 1.507, H198 1.090, H199 1.090
178 C 20.2422 10.7655 18.5499  C177 1.507, H200 1.090, H201 1.090, H202 1.090
179 H 21.4202 16.0205 20.8480  C167 1.090
180 H 22.2216 16.3570 22.3398  C167 1.090
181 H 20.5322 16.7630 22.0822  C167 1.090
182 H 21.0383 14.6694 23.6670  C168 1.090
183 H 22.0434 14.1370 22.4359  C168 1.090
184 H 20.3834 13.8891 20.8030  C169 1.090
185 H 19.1240 14.6907 21.7096  C169 1.090
186 H 19.3839 12.8491 23.5668  C170 1.090
187 H 20.4120 11.9932 22.3913  C170 1.090
188 H 16.9362 13.5965 21.2312  C172 1.090
189 H 17.0790 13.3166 22.9413  C172 1.090
190 H 15.7314 11.3991 21.0572  C173 1.090
191 H 15.0402 12.2493 22.4824  C173 1.090
192 H 16.0422 9.7901 22.9249  C174 1.090
193 H 16.5396 10.9791 24.0616  C174 1.090
194 H 17.9206 9.9591 21.7387  C175 1.090
195 H 18.7174 10.3695 23.3459  C175 1.090
196 H 18.8556 12.7432 19.7895  C176 1.090
197 H 17.7208 11.5034 19.7760  C176 1.090
198 H 19.3640 9.7618 20.1839  C177 1.090
199 H 20.6241 10.7461 20.6566  C177 1.090
200 H 20.1506 11.7053 18.0054  C178 1.090
201 H 19.7592 9.9704 17.9820  C178 1.090
202 H 21.2854 10.4496 18.5502  C178 1.090
203 C 17.2175 20.1428 11.2827  C204 1.516, H215 1.090, H216 1.090, H217 1.090
204 C 17.5300 20.9489 12.5280  C203 1.516, C205 1.547, H218 1.090, H219 1.090
205 C 18.5234 20.3196 13.5338  C204 1.547, C206 1.559, H220 1.090, H221 1.090
206 C 19.9382 20.2406 12.8837  C205 1.559, N207 1.586, H222 1.090, H223 1.090
207 N 21.0517 19.7485 13.9003  C206 1.586, C208 1.560, C211 1.592, C212 1.561
208 C 21.1893 20.6807 15.1433  N207 1.560, C209 1.585, H224 1.090, H225 1.090
209 C 22.1623 21.8922 14.8293  C208 1.585, C210 1.552, H226 1.090, H227 1.090
210 C 22.8576 21.4452 13.5155  C209 1.552, C211 1.574, H228 1.090, H229 1.090
211 C 22.4988 19.9340 13.2623  N207 1.592, C210 1.574, H230 1.090, H231 1.090
212 C 20.8329 18.2308 14.1932  N207 1.561, C213 1.590, H232 1.090, H233 1.090
213 C 20.8304 17.3743 12.8533  C212 1.590, C214 1.552, H234 1.090, H235 1.090
214 C 21.4484 15.9760 13.1217  C213 1.552, H236 1.090, H237 1.090, H238 1.090
215 H 17.9934 20.1168 10.5176  C203 1.090
216 H 16.2792 20.4507 10.8211  C203 1.090
217 H 17.0589 19.0949 11.5373  C203 1.090
218 H 16.5987 21.0474 13.0858  C204 1.090
219 H 17.8495 21.9651 12.2974  C204 1.090
220 H 18.0351 19.3770 13.7811  C205 1.090
221 H 18.3810 20.9536 14.4089  C205 1.090
222 H 20.3089 21.1757 12.4640  C206 1.090
223 H 19.9600 19.5776 12.0188  C206 1.090
224 H 21.5994 20.0177 15.9051  C208 1.090
225 H 20.2204 21.1175 15.3852  C208 1.090
226 H 22.9081 22.0992 15.5967  C209 1.090
227 H 21.5146 22.7689 14.8426  C209 1.090
228 H 23.9469 21.4524 13.4778  C210 1.090
229 H 22.4642 22.1355 12.7692  C210 1.090
230 H 23.1707 19.3192 13.8611  C211 1.090
231 H 22.4758 19.5075 12.2595  C211 1.090
232 H 19.9237 18.2081 14.7940  C212 1.090
233 H 21.6794 17.9869 14.8351  C212 1.090
234 H 21.1346 17.7784 11.8878  C213 1.090
235 H 19.7942 17.1369 12.6126  C213 1.090
236 H 21.2282 15.5080 14.0811  C214 1.090
237 H 22.5253 16.1369 13.1713  C214 1.090
238 H 21.1414 15.3738 12.2666  C214 1.090
239 C 10.1610 13.7854 12.8387  C240 1.545, H251 1.090, H252 1.090, H253 1.090
240 C 11.6191 13.7442 13.3470  C239 1.545, C241 1.542, H254 1.090, H255 1.090
241 C 12.3078 15.1185 13.4640  C240 1.542, C242 1.607, H256 1.090, H257 1.090
242 C 12.0634 15.8449 14.8764  C241 1.607, N243 1.575, H258 1.090, H259 1.090
243 N 12.8831 17.1781 15.0538  C242 1.575, C244 1.598, C247 1.534, C248 1.597
244 C 12.6423 18.1897 13.8407  N243 1.598, C245 1.483, H260 1.090, H261 1.090
245 C 13.9299 18.4521 13.1528  C244 1.483, C246 1.503, H262 1.090, H263 1.090
246 C 14.9969 18.0856 14.1461  C245 1.503, C247 1.566, H264 1.090, H265 1.090
247 C 14.4026 16.9689 15.0696  N243 1.534, C246 1.566, H266 1.090, H267 1.090
248 C 12.5079 17.8349 16.4608  N243 1.597, C249 1.564, H268 1.090, H269 1.090
249 C 11.0027 18.2000 16.6807  C248 1.564, C250 1.525, H270 1.090, H271 1.090
250 C 10.7184 18.6398 18.1129  C249 1.525, H272 1.090, H273 1.090, H274 1.090
251 H 9.4880 14.3218 13.5076  C239 1.090
252 H 9.5930 12.8552 12.8463  C239 1.090
253 H 10.1978 14.3097 11.8838  C239 1.090
254 H 12.2494 13.2948 12.5796  C240 1.090
255 H 11.7837 13.0606 14.1799  C240 1.090
256 H 12.0486 15.6726 12.5618  C241 1.090
257 H 13.3276 14.7379 13.4069  C241 1.090
258 H 12.2168 15.1679 15.7168  C242 1.090
259 H 11.0152 16.1426 14.9027  C242 1.090
260 H 12.2449 19.1144 14.2591  C244 1.090
261 H 11.9358 17.7154 13.1595  C244 1.090
262 H 14.1050 19.4542 12.7613  C245 1.090
263 H 14.0904 17.8205 12.2790  C245 1.090
264 H 15.2388 18.9642 14.7440  C246 1.090
265 H 15.9298 17.7625 13.6840  C246 1.090
266 H 14.8871 16.9028 16.0438  C247 1.090
267 H 14.6415 15.9745 14.6926  C247 1.090
268 H 13.2802 18.5939 16.5855  C248 1.090
269 H 12.7719 16.9650 17.0622  C248 1.090
270 H 10.2403 17.4682 16.4138  C249 1.090
271 H 10.8040 18.9810 15.9467  C249 1.090
272 H 11.3444 19.4716 18.4361  C250 1.090
273 H 11.0863 17.8404 18.7561  C250 1.090
274 H 9.6678 18.8860 18.2671  C250 1.090
275 N 14.3075 14.5936 18.2744  O276 1.203, O277 1.222, O278 1.165
276 O 14.2348 15.6573 18.8321  N275 1.203
277 O 14.1604 14.6249 17.0615  N275 1.222
278 O 14.4403 13.5833 18.8395  N275 1.165